One molecule with the formula C7H6O3 at a distorted geometry, computed with wB97M-V/def2-TZVPD.

Its calculated total energy is -495.8432 Ha. The calculation puts the lowest unoccupied orbital energy (alpha / beta) at -1.64 / -1.64 eV. Its relative energy (zero: lowest compared OMol25 entry of this formula, charge and spin) is 137.3 kcal/mol.

Last column: Löwdin charge in e.
Atoms and positions in Å:
C1 -3.18 0.37 0.08  -0.257
C2 -3.29 1.73 0.07  0.385
C3 -4.40 -0.16 -0.04  -0.068
C4 -1.90 -0.45 0.20  -0.296
C5 -0.67 0.51 0.14  -0.682
C6 -0.08 0.11 -1.25  0.001
C7 0.25 0.02 1.29  0.001
O1 -5.47 -0.53 -0.16  0.306
O2 -1.87 -1.63 0.29  0.160
O3 -0.97 1.78 0.23  -0.068
H1 -0.75 0.43 -2.04  0.088
H2 0.09 -0.97 -1.32  0.084
H3 0.87 0.63 -1.36  0.088
H4 1.22 0.50 1.17  0.088
H5 0.38 -1.06 1.25  0.081
H6 -0.17 0.31 2.24  0.090